(1)
Density functional theory data (wB97M-V/def2-TZVPD) for a 13-piece molecular cluster, C54H107N5O34 overall in a non-equilibrium geometry.

Computed properties:
Spin multiplicity: 2
Net charge: +1
Electronic energy, a.u.: -4953.0895
Frontier orbital gap (spin up / spin down), Ha: 0.2503 / 0.0623

XYZ file:
```
200
Properties=species:S:1:pos:R:3:forces:R:3
O -1.996 4.781 -0.242 -0.75 0.69 1.64
O -7.119 -1.893 1.874 0.26 0.73 -0.27
O -2.033 6.692 -1.455 0.27 -0.36 0.90
O -4.352 2.018 -1.070 1.25 -0.43 -1.10
O -5.847 3.726 -0.959 1.21 0.31 -1.81
O 4.637 -0.424 -2.470 -0.76 -0.74 0.17
O 2.152 -3.145 1.246 1.22 -0.92 -0.16
O -1.869 -4.821 -8.720 0.27 -0.32 0.39
O -0.767 -6.787 -3.840 1.78 4.08 3.88
O 7.686 3.940 0.690 1.90 -1.30 0.46
O -0.488 -4.559 -3.400 0.91 1.43 -1.34
O 5.948 1.853 4.495 0.45 -0.98 -1.76
O 3.256 -1.818 -3.689 0.84 1.50 3.18
O 3.809 -4.669 0.876 -0.60 -0.53 0.62
O -1.225 -1.811 4.160 -2.03 -1.47 0.59
O -5.726 -6.478 0.350 0.16 0.66 1.00
O 1.960 1.978 1.271 0.21 0.54 -2.49
O 5.836 -2.189 5.964 1.08 -0.25 -1.85
O 5.947 2.709 0.120 -0.12 0.44 0.25
O 2.503 -0.599 -1.945 -0.93 0.00 1.28
O -4.091 -1.232 -3.820 -0.30 -1.03 1.07
O 0.952 6.679 0.436 -0.22 0.39 1.24
O -5.429 2.513 0.780 2.29 -2.98 0.04
O 5.741 4.951 0.534 -0.28 -2.34 0.37
O -0.104 -5.889 -1.749 0.15 -1.36 -0.05
O -4.181 0.570 3.441 -1.13 -2.00 -0.70
O 3.154 3.226 -3.128 -0.67 -0.57 1.18
O -0.458 -0.035 -1.715 -0.98 -0.22 0.21
O -5.191 1.354 5.210 0.10 0.43 0.62
O -0.690 4.995 -1.957 0.90 -0.93 -1.24
O -3.386 2.324 4.330 0.92 2.92 1.34
O -3.489 -2.305 4.300 1.91 -0.12 -0.22
O 4.071 -2.542 0.347 0.93 0.59 -0.36
O -2.007 -3.565 5.376 0.99 -0.58 -0.03
N 2.609 6.083 -1.913 0.16 -0.02 -0.06
N -5.383 -3.423 0.080 -1.11 0.07 -1.88
N -3.671 -3.225 -5.847 -1.67 -0.18 1.93
N 6.793 -0.654 3.693 -3.54 -0.83 -1.42
N -0.329 0.448 1.063 -0.17 -0.47 -0.40
C 1.179 1.663 2.354 0.05 0.85 1.77
C -4.720 -5.801 -0.326 0.79 0.22 -1.45
C 6.730 5.913 0.642 -1.63 4.07 0.09
C 0.299 -3.750 -2.483 -1.02 -0.12 0.19
C -2.670 2.181 3.143 1.82 -0.09 -0.18
C -4.987 -2.141 0.596 -1.21 -0.02 0.23
C 5.508 3.154 4.743 -1.00 1.07 0.55
C -4.717 -0.177 -3.094 -0.05 -0.77 -0.56
C 5.510 1.362 3.230 0.29 0.76 0.50
C -6.192 3.502 1.225 -3.28 2.88 1.33
C 3.452 -1.066 -2.721 0.36 -0.42 -3.56
C -4.228 -3.231 5.068 -1.25 -0.46 0.85
C -4.394 -4.439 0.222 -0.75 -0.24 1.28
C 0.452 0.356 2.235 1.95 -0.02 1.31
C -1.447 -0.562 -0.792 0.46 0.59 0.58
C 5.070 -3.249 -0.352 1.36 -0.87 -0.69
C -1.696 -4.604 -10.131 -0.55 0.86 1.09
C -2.982 0.751 2.764 0.40 0.13 -1.11
C -6.824 -1.456 3.224 1.20 -0.10 -1.20
C -0.794 -0.833 0.578 -0.59 -0.21 -1.56
C 6.536 0.368 2.726 2.13 0.65 0.31
C -2.954 -4.119 -8.045 0.91 -0.43 -0.76
C 5.913 -2.771 4.620 -0.45 0.43 0.99
C 3.830 5.386 -2.183 0.23 -0.81 -0.95
C -4.675 -2.589 -3.659 1.54 1.33 -0.93
C 4.416 0.584 -1.451 0.98 -0.57 -0.28
C -1.276 3.587 -0.270 -0.46 -2.19 -0.93
C 7.899 5.243 1.164 2.22 0.19 -0.65
C -2.147 -2.511 4.551 0.10 0.99 -0.06
C -1.593 5.611 -1.190 -0.40 0.67 -1.64
C -1.033 0.286 -3.003 0.33 -0.27 0.76
C 2.917 6.928 -0.788 -2.12 1.65 0.14
C 6.433 3.768 0.414 -2.39 -0.54 -0.38
C 5.588 -3.199 6.919 -1.27 -1.06 0.84
C 2.731 2.387 -4.195 0.42 -0.14 0.08
C 3.254 -3.450 0.854 -2.68 0.48 1.16
C -6.842 4.101 -0.035 0.08 -0.97 0.77
C -0.429 -5.829 -3.070 -2.01 -3.63 -2.11
C -5.978 -7.751 -0.133 -1.48 -1.06 0.40
C 1.695 7.716 -0.217 0.66 -1.39 0.77
C -3.666 -3.448 -4.382 0.09 -1.11 -0.58
C 2.418 3.332 1.156 0.13 -0.71 0.01
C -3.237 -4.238 5.653 -0.84 0.58 -0.33
C 2.979 0.421 -1.024 -0.32 0.20 -0.97
C -4.297 1.431 4.420 -2.98 -1.47 0.85
C -6.293 -1.286 0.786 -0.24 -1.63 1.19
C -5.109 2.704 -0.490 -1.28 0.77 0.00
C 3.780 4.462 -3.394 -0.33 0.06 -0.53
C -2.695 -4.021 -6.520 0.85 -0.21 -1.59
C -0.604 3.581 -1.647 0.87 0.95 1.18
C 0.144 -4.593 -1.216 0.54 0.78 -0.72
C 0.165 7.155 1.527 -0.73 -0.21 -0.10
C 5.117 -4.639 0.329 -0.17 1.47 -0.88
C 5.839 -1.744 3.516 0.29 -0.75 0.94
H -4.763 -2.948 -2.634 -0.03 0.55 0.35
H 7.973 5.297 2.250 0.01 -0.35 -0.01
H -6.955 3.065 1.869 0.20 0.48 0.48
H 0.447 3.321 -1.522 0.14 0.06 -0.28
H -6.279 -3.721 0.438 0.02 -0.03 0.22
H 6.027 -2.739 -0.250 -0.17 0.16 -0.34
H -1.646 2.297 3.497 0.23 0.22 -0.81
H -6.930 -1.467 -0.080 0.15 0.16 -0.14
H 1.944 5.355 -1.694 -0.68 0.32 0.31
H -4.979 -5.762 -1.384 -0.17 0.34 -0.36
H 4.539 0.870 3.189 -0.39 0.10 0.57
H 5.534 2.139 2.466 -0.24 0.17 0.03
H 3.234 6.392 0.106 0.46 -0.30 0.10
H -3.216 0.636 1.706 0.47 -0.14 -0.03
H 2.136 2.847 -4.984 0.08 0.61 0.08
H 6.228 0.025 1.739 0.31 -0.38 0.18
H 8.809 5.613 0.692 0.14 0.00 0.37
H 4.772 -3.389 -1.391 0.11 0.43 -0.11
H -1.289 -0.641 -3.515 -0.03 0.10 -0.26
H -2.009 2.780 -0.274 0.02 -0.10 0.46
H 5.900 -4.617 1.087 -0.20 -0.64 0.22
H 0.010 -1.550 0.411 0.38 -0.18 0.29
H 2.122 8.337 0.570 -0.04 0.46 0.00
H 0.579 7.762 2.333 1.39 0.19 -0.33
H -1.484 -3.547 -10.287 -0.11 0.30 -0.18
H 2.402 3.625 0.106 -0.05 -0.09 -0.08
H 6.746 -0.391 4.667 1.00 0.56 0.78
H -2.703 -5.028 -6.103 -0.12 -0.02 0.08
H 1.831 4.059 1.717 -0.16 -0.15 0.14
H 3.590 1.897 -4.652 0.14 -0.02 -0.18
H 6.149 3.654 5.470 -0.42 -0.67 0.70
H -0.192 6.291 2.087 -0.44 -0.15 -0.47
H 4.583 6.146 -2.392 0.29 -0.08 -0.05
H -3.867 -4.677 -8.252 -0.29 0.32 0.01
H 7.457 0.951 2.722 0.18 0.17 -0.63
H -3.395 -4.398 6.720 0.41 0.43 0.05
H -1.520 -1.290 1.250 -0.09 0.08 0.04
H -1.662 -3.680 -6.451 0.31 0.23 0.36
H -4.018 0.657 -3.018 -0.29 -0.04 -0.36
H 5.056 -3.436 4.516 0.11 -0.27 -0.20
H -0.639 7.799 1.170 -0.45 -0.37 -0.21
H 1.226 -0.410 2.185 0.17 -0.66 -0.24
H 5.913 -2.279 2.569 0.38 0.31 -0.22
H -0.824 -5.127 -10.524 -0.19 -0.41 0.46
H -2.247 0.039 3.140 0.02 -0.01 -0.27
H -3.427 -4.111 -0.159 0.02 0.06 -0.14
H -2.960 2.921 2.398 -0.01 0.05 0.08
H -3.382 -5.224 5.214 0.87 0.07 -0.51
H -4.987 -3.724 4.461 0.07 0.24 -0.13
H -1.928 0.903 -2.921 -0.18 -0.07 0.27
H 3.689 7.639 -1.083 0.11 0.00 -0.08
H -5.643 -2.631 -4.159 -0.12 0.03 0.01
H 3.174 4.910 -4.181 0.39 0.55 -0.25
H 6.508 6.691 1.373 -0.81 0.01 0.04
H -7.730 3.551 -0.347 -0.37 0.40 0.23
H 5.526 3.918 3.966 0.30 -0.62 -1.17
H 5.199 -5.432 -0.414 0.30 -0.05 0.40
H -1.964 -1.451 -1.152 0.10 -0.13 -0.42
H -2.633 -3.296 -4.069 0.05 0.43 0.78
H 6.843 -3.283 4.371 0.18 -0.53 0.93
H -4.711 -2.706 5.892 -0.17 0.25 -0.21
H -3.757 -6.311 -0.328 0.11 -0.68 0.34
H 3.458 3.338 1.481 0.13 0.34 0.14
H 1.080 -4.592 -0.657 -0.36 -0.23 0.28
H 4.131 4.824 -1.299 0.45 -0.31 0.07
H -7.357 -2.009 3.997 -0.44 -0.18 -0.56
H -0.693 -4.211 -0.632 -0.03 -0.44 0.25
H 6.696 6.449 -0.306 1.08 -0.18 -0.27
H 1.925 1.691 3.148 -0.62 -0.25 1.22
H -1.024 2.899 -2.387 -0.39 0.60 -0.09
H 4.862 -1.262 3.480 -0.36 0.37 0.11
H 0.988 8.292 -0.815 0.50 -0.01 -0.64
H 4.448 3.034 4.968 -0.02 0.70 0.82
H -2.180 0.217 -0.579 -0.41 0.12 -0.37
H -0.307 0.882 -3.557 0.20 -0.32 -0.01
H 0.402 0.672 0.402 -0.29 0.69 -0.78
H 6.262 -4.053 6.988 0.63 0.27 -0.63
H 4.606 -3.632 6.723 -0.21 -0.14 -0.23
H -6.979 5.179 0.048 0.03 -0.20 -0.38
H -4.489 -2.337 1.545 0.29 0.66 0.55
H -6.751 -8.183 0.502 0.02 0.09 0.39
H -0.575 3.421 0.548 -0.07 0.54 0.12
H -5.763 -1.662 3.365 0.14 0.31 0.39
H 2.098 1.605 -3.776 0.06 0.02 0.26
H -0.024 0.160 3.195 -0.63 0.07 -0.22
H 2.447 1.346 -1.247 -0.31 -0.21 0.11
H 1.335 -3.597 -2.784 -0.09 -0.32 -0.46
H 5.093 0.345 -0.631 0.20 0.38 -0.12
H -5.627 0.052 -3.648 -0.18 0.63 0.27
H -3.856 -4.483 -4.099 -0.25 -0.34 -0.44
H 5.488 -2.863 7.950 0.35 0.91 -0.31
H -5.159 -8.467 -0.071 0.47 0.32 -0.35
H -6.181 -0.210 0.924 0.34 -0.05 0.24
H -4.338 -4.565 1.304 0.99 -0.45 0.59
H -4.968 -0.450 -2.069 -0.05 -0.25 0.11
H -6.987 -0.387 3.358 -0.10 0.06 -0.04
H 2.834 0.162 0.025 -0.09 -0.37 -0.34
H -3.627 -2.217 -5.795 0.68 0.25 -1.45
H -2.597 -4.859 -10.689 -0.04 -0.19 -0.10
H -4.264 -1.761 -0.126 0.03 0.72 0.14
H -5.600 4.306 1.661 0.04 -0.17 0.62
H 4.629 1.539 -1.931 0.02 0.01 0.43
H -6.496 -7.757 -1.092 0.60 0.18 -0.59
H -2.960 -3.119 -8.480 -0.50 0.25 0.06
H 4.812 4.307 -3.706 0.13 -0.14 -0.39
H 0.392 2.401 2.511 0.11 0.56 0.15
H -0.192 -2.777 -2.438 0.12 -0.05 0.08
```
Positions in Å, forces in eV/Å.



(2)
Density functional theory data (wB97M-V/def2-TZVPD) for C5H9OP as an isolated structure in a non-equilibrium geometry.

Computed properties:
Electronic energy, a.u.: -612.3685
Frontier orbital gap, Ha: 0.3258

XYZ file:
```
16
Properties=species:S:1:pos:R:3:forces:R:3
P 1.383 0.649 0.733 -2.73 0.31 -0.20
O -0.514 1.738 -1.350 -0.71 -0.69 -1.36
C -1.203 0.456 -0.879 1.51 3.36 0.73
C 0.561 -0.519 1.971 -1.48 0.47 -1.10
C -0.395 -0.699 -0.930 4.69 -2.28 -2.33
C -0.743 1.578 -0.036 2.44 -2.50 1.03
C 1.135 -0.324 -0.810 -2.20 1.51 1.10
H 1.115 -0.545 2.856 1.24 -0.34 1.32
H 1.735 -1.143 -1.010 1.26 -1.90 0.29
H 0.288 -1.564 1.648 0.35 1.22 0.27
H -0.342 0.054 2.282 0.21 -0.76 -0.30
H -0.462 -1.404 -0.143 -1.19 -0.75 0.63
H 1.386 0.348 -1.577 0.19 1.10 -1.17
H -0.346 -1.235 -1.911 -1.00 0.21 0.64
H -2.144 0.408 -1.282 -2.38 0.11 -0.51
H -1.452 2.204 0.437 -0.21 0.93 0.93
```
Positions in Å, forces in eV/Å.



Question: electronic energy of number 1 (C54H107N5O34)?
Answer: -4953.0895 a.u.



Question: Look up the electronic energy of the first one.
Answer: -4953.0895 a.u.



Question: Which of these has the highest electronic energy?
Answer: C5H9OP